Record 1
{
  "formula": "C55H42InN3OP2",
  "method": "ωB97M-V/def2-TZVPD",
  "lumo_energy_ev": [-0.1, -0.1],
  "largest_force_ha_per_bohr": 0.063,
  "de_lowest_ev": 1.978,
  "total_energy_ha": -3233.14982,
  "e_homo_ev": [-5.057, -4.807],
  "charge": 0,
  "homo_lumo_gap_ev": [4.915, 4.665],
  "elements": ["In", "P", "P", "O", "N", "N", "N", "C", "C", "C", "C", "C", "C", "C", "C", "C", "C", "C", "C", "C", "C", "C", "C", "C", "C", "C", "C", "C", "C", "C", "C", "C", "C", "C", "C", "C", "C", "C", "C", "C", "C", "C", "C", "C", "C", "C", "C", "C", "C", "C", "C", "C", "C", "C", "C", "C", "C", "C", "C", "C", "C", "C", "H", "H", "H", "H", "H", "H", "H", "H", "H", "H", "H", "H", "H", "H", "H", "H", "H", "H", "H", "H", "H", "H", "H", "H", "H", "H", "H", "H", "H", "H", "H", "H", "H", "H", "H", "H", "H", "H", "H", "H", "H", "H"],
  "positions_angstrom": [[22.211, 11.183, 11.268], [24.902, 10.598, 10.440], [21.674, 11.036, 13.846], [24.575, 11.990, 13.073], [14.012, 10.983, 10.745], [13.968, 8.706, 10.746], [18.922, 10.117, 9.889], [20.059, 7.287, 14.477], [25.789, 12.246, 6.138], [27.979, 13.066, 12.949], [25.117, 10.376, 7.553], [25.521, 10.064, 16.154], [24.567, 11.185, 14.209], [21.238, 16.512, 9.152], [24.642, 6.512, 10.471], [23.150, 10.331, 16.024], [24.493, 7.860, 10.794], [16.054, 9.896, 10.153], [12.726, 10.643, 11.187], [28.440, 12.308, 11.912], [20.848, 14.939, 14.820], [20.519, 9.646, 14.014], [18.269, 8.891, 9.870], [20.930, 12.535, 14.672], [16.700, 11.156, 10.016], [16.915, 8.764, 10.104], [21.420, 13.789, 14.283], [25.398, 8.856, 10.340], [21.039, 14.080, 9.571], [20.899, 8.407, 14.535], [27.591, 11.560, 11.104], [25.398, 10.901, 6.252], [20.869, 16.281, 7.788], [25.889, 6.083, 9.895], [18.322, 8.765, 13.727], [19.709, 14.840, 15.644], [18.744, 7.467, 13.997], [18.083, 11.163, 9.915], [11.671, 11.348, 11.746], [26.008, 12.997, 7.298], [19.196, 9.809, 13.584], [26.589, 8.388, 9.810], [26.241, 11.489, 11.395], [11.624, 8.457, 11.551], [14.694, 9.823, 10.545], [12.738, 9.214, 11.168], [23.253, 10.864, 14.698], [10.492, 9.200, 11.843], [25.845, 12.447, 8.548], [26.667, 13.034, 13.263], [19.915, 12.414, 15.612], [24.270, 9.971, 16.748], [10.475, 10.587, 11.974], [21.497, 13.034, 10.327], [25.653, 10.811, 15.000], [25.838, 12.211, 12.525], [19.263, 13.583, 16.052], [26.842, 7.028, 9.611], [25.316, 11.160, 8.709], [20.589, 14.954, 7.365], [21.289, 15.459, 10.004], [20.605, 13.865, 8.203], [25.959, 13.068, 9.439], [21.342, 15.854, 14.499], [23.901, 5.791, 10.813], [23.582, 8.166, 11.324], [11.577, 7.362, 11.544], [18.851, 10.843, 13.296], [21.558, 15.624, 11.013], [27.964, 11.011, 10.196], [18.600, 12.136, 9.796], [24.794, 9.369, 7.708], [26.046, 5.035, 9.675], [14.415, 11.939, 10.831], [9.553, 11.081, 12.250], [27.298, 9.147, 9.433], [29.471, 12.246, 11.630], [28.662, 13.711, 13.489], [16.478, 7.763, 10.162], [18.384, 13.466, 16.714], [19.217, 15.724, 16.085], [18.050, 6.621, 13.949], [20.403, 12.830, 7.839], [24.140, 9.470, 17.696], [21.922, 8.342, 14.944], [20.318, 14.833, 6.302], [20.712, 17.116, 7.110], [20.414, 6.360, 14.838], [9.558, 8.606, 12.045], [26.373, 9.703, 16.696], [18.917, 8.021, 9.762], [26.634, 11.050, 14.658], [25.189, 10.270, 5.398], [21.564, 17.475, 9.483], [11.714, 12.383, 11.924], [25.976, 12.707, 5.162], [26.318, 13.497, 14.219], [22.122, 10.263, 16.399], [22.101, 13.849, 13.495], [16.271, 12.118, 9.863], [27.804, 6.703, 9.233], [19.681, 11.450, 15.973], [26.218, 14.024, 7.166], [17.286, 8.959, 13.476]],
  "forces_ev_per_a": [[-1.2, -1.2, -1.6], [1.4, 0.9, -0.8], [-0.4, 2.5, -0.2], [0.2, -0.7, 0.3], [-1.0, 1.4, 0.9], [0.7, 2.5, 0.0], [-2.1, -1.5, -0.5], [-0.9, 1.7, -0.6], [0.2, -0.8, 0.0], [1.5, 0.9, 0.1], [0.6, 1.3, -0.2], [-1.0, 0.9, 0.6], [-2.5, 0.2, 0.8], [-0.4, -0.6, -1.7], [1.9, 0.0, 0.3], [-0.1, 0.9, -1.6], [-0.8, 0.2, -0.4], [3.2, 0.6, 0.1], [0.8, -1.2, 0.5], [0.5, -1.0, -1.6], [0.0, -0.4, -0.2], [0.2, -0.4, 0.8], [1.0, 1.9, 0.8], [0.4, -1.0, 0.1], [0.6, -1.9, -0.4], [-1.0, -0.1, -0.5], [-2.0, -0.4, 1.2], [-0.3, -1.6, 0.8], [0.6, -0.1, -0.3], [0.8, -0.1, -0.2], [0.3, -0.5, -1.0], [-0.6, 0.3, 1.7], [0.0, -0.6, 0.8], [-2.1, 0.4, 0.7], [-0.9, -0.5, -1.2], [0.4, 0.2, 0.6], [0.8, -0.2, 1.0], [1.5, 0.6, -0.3], [-1.6, -2.0, -0.6], [-0.4, -0.9, -0.8], [0.5, 1.9, 0.5], [0.5, 0.9, -0.8], [-0.7, 0.0, 0.4], [-0.1, 0.7, -0.5], [-1.9, -1.6, 0.0], [0.2, -0.7, -0.2], [0.8, -1.0, 1.6], [-1.4, -1.2, 0.6], [-1.0, 0.2, 0.6], [-1.4, 0.2, 1.4], [0.2, 1.9, -0.4], [-0.3, -0.9, -0.1], [1.7, 0.9, -0.2], [0.0, 0.3, 0.9], [0.3, -0.2, -1.2], [-0.4, -0.5, 0.4], [-0.2, -0.7, 0.1], [0.4, 0.3, 0.0], [0.8, -0.3, -0.3], [-0.5, 0.9, -0.9], [-0.4, -1.1, -0.6], [0.2, -0.1, 0.3], [0.2, 0.0, -0.4], [-0.6, 0.2, 0.3], [0.1, 0.2, -0.3], [0.3, 0.0, -0.3], [0.3, 0.6, -0.1], [0.3, -1.3, 0.1], [0.4, -0.1, 0.9], [-0.2, 0.7, 1.2], [-0.3, -0.5, 0.3], [-0.3, -0.5, -0.3], [0.1, 0.0, 0.0], [-0.4, -1.5, -0.2], [0.1, 0.1, 0.1], [-0.2, -0.7, 0.3], [0.6, 0.4, 0.2], [0.0, -0.2, 0.1], [0.1, 0.4, 0.1], [0.7, 0.3, -0.3], [0.4, -0.4, -0.5], [0.2, 0.4, 0.1], [0.2, 1.0, 0.4], [0.1, 0.1, 0.2], [-0.6, -0.3, -0.2], [0.1, -0.1, 0.6], [0.3, -0.2, 0.0], [0.2, -0.9, 0.2], [0.9, 0.9, -0.1], [0.4, 0.0, 0.0], [-0.2, 0.2, 0.1], [0.5, 0.0, -0.2], [0.2, 0.1, -0.1], [-0.2, 0.6, 0.1], [-0.1, 1.2, 0.1], [-0.2, -0.3, 0.4], [0.0, -0.3, -1.2], [0.6, -0.3, 0.2], [1.3, 0.2, -1.0], [-0.8, 0.4, 0.2], [0.0, 0.2, -0.1], [-0.6, -0.8, 0.3], [0.5, 0.9, 0.1], [0.0, -0.2, 0.0]],
  "mulliken_charge": [-0.0891, 0.9330, 0.0417, 0.3981, 0.0074, -0.6801, -0.0207, -0.7514, -0.3984, -0.4133, -0.4040, -0.9161, 0.5561, -0.4691, -0.7726, -0.1976, -0.0889, 0.9146, 0.1917, -0.9297, -0.5536, 0.5587, -0.5800, 0.7142, -1.0078, -0.5203, -0.5699, -0.1601, 1.1406, -0.4237, 0.5432, -0.7145, -0.4867, -0.3616, -0.7580, -0.5770, -0.5405, 0.0592, -0.7681, -0.7063, -0.3481, 0.3728, -0.3928, -0.7410, 0.1639, 0.7154, 0.2302, -0.1895, -0.5393, -0.3828, -0.2421, -0.8923, -0.5231, -0.6115, -0.7248, -0.2075, -0.6140, -0.7260, 0.2708, -0.4393, -0.6080, -0.4084, 0.3164, 0.3898, 0.3990, 0.1524, 0.3830, 0.4428, 0.4558, 0.1254, 0.0460, 0.4988, 0.3868, 0.2725, 0.3850, 0.0801, 0.4608, 0.4108, 0.4289, 0.3555, 0.3501, 0.3955, 0.3773, 0.3844, 0.3568, 0.3201, 0.3639, 0.5099, 0.2803, 0.4374, 0.3561, 0.3503, 0.3972, 0.4062, 0.4135, 0.3664, 0.4268, 0.4429, 0.5153, 0.4383, 0.3927, 0.5236, 0.4424, 0.4009]
}



Record 2
{
  "formula": "C55H44F2MnN5O2P2SSe2",
  "method": "ωB97M-V/def2-TZVPD",
  "lumo_energy_ev": [2.1, 2.1],
  "largest_force_ha_per_bohr": 0.023,
  "total_energy_ha": -9781.06122,
  "e_homo_ev": [-4.572, -4.087],
  "charge": -1,
  "homo_lumo_gap_ev": [6.720, 6.235],
  "s_squared": 1.12,
  "multiplicity": 2,
  "elements": ["Se", "Se", "Mn", "S", "P", "P", "F", "F", "O", "O", "N", "N", "N", "N", "N", "C", "C", "C", "C", "C", "C", "C", "C", "C", "C", "C", "C", "C", "C", "C", "C", "C", "C", "C", "C", "C", "C", "C", "C", "C", "C", "C", "C", "C", "C", "C", "C", "C", "C", "C", "C", "C", "C", "C", "C", "C", "C", "C", "C", "C", "C", "C", "C", "C", "C", "C", "C", "C", "C", "C", "H", "H", "H", "H", "H", "H", "H", "H", "H", "H", "H", "H", "H", "H", "H", "H", "H", "H", "H", "H", "H", "H", "H", "H", "H", "H", "H", "H", "H", "H", "H", "H", "H", "H", "H", "H", "H", "H", "H", "H", "H", "H", "H", "H"],
  "positions_angstrom": [[-2.988, 3.491, -2.437], [-0.722, -2.397, 1.196], [2.449, 0.344, 0.108], [3.699, -8.737, -0.124], [-3.191, 2.912, -0.414], [-2.024, -0.865, 0.597], [0.182, 0.192, -4.730], [4.840, 0.160, -4.667], [2.256, 0.294, 2.357], [2.749, -10.531, -1.714], [3.144, 2.475, -0.070], [4.678, -0.031, -0.397], [-0.670, 2.877, 0.264], [0.399, 2.135, 0.476], [0.076, 0.854, 0.526], [-5.442, 2.049, 1.036], [-3.465, -2.446, -1.182], [2.436, -8.370, -2.666], [-4.734, 1.968, -0.161], [-7.229, 0.755, 0.081], [-2.823, -0.276, -2.010], [3.322, 2.169, 3.400], [4.156, 2.340, 2.133], [-1.260, 0.746, 0.390], [2.003, 1.476, 3.126], [-3.372, 4.300, 0.756], [4.897, -0.019, -1.720], [2.099, -6.523, 0.268], [3.360, -7.002, -0.088], [4.374, -6.090, -0.371], [-4.436, -1.340, 1.974], [-4.016, -1.803, -3.433], [-3.395, -0.580, -3.240], [3.328, 4.510, 1.153], [-6.691, 1.457, 1.151], [-1.730, 2.042, 0.178], [3.685, 0.144, -2.561], [3.513, 3.138, 1.032], [-3.256, -0.608, 1.916], [1.330, 0.185, -4.005], [-4.232, 6.497, 1.231], [1.852, -5.163, 0.315], [5.684, -0.283, 0.434], [-4.863, -0.513, 4.194], [4.128, -4.729, -0.311], [2.465, 4.539, -1.065], [-4.051, -2.738, -2.403], [2.457, 0.188, -1.879], [2.416, -1.624, 0.109], [2.871, -9.338, -1.594], [-2.952, 4.187, 2.078], [6.195, -0.215, -2.214], [7.237, -0.449, -1.337], [2.656, 3.169, -1.099], [-3.687, 0.222, 4.142], [2.622, -2.828, 0.101], [-5.234, -1.294, 3.110], [-4.007, 5.460, 0.333], [1.274, 0.190, -2.635], [2.784, 5.216, 0.097], [-3.821, 6.378, 2.551], [-6.525, 0.663, -1.111], [-2.886, 0.171, 3.011], [3.676, 0.160, -3.953], [6.986, -0.500, 0.023], [-3.177, 5.223, 2.974], [2.863, -4.229, 0.034], [2.525, 0.186, -4.708], [-5.293, 1.290, -1.239], [-2.868, -1.201, -0.972], [3.105, 3.135, 3.868], [2.373, 2.585, -1.964], [-3.427, -3.196, -0.402], [4.915, -4.021, -0.544], [3.263, -8.288, -3.375], [1.308, -7.227, 0.502], [-6.942, 0.123, -1.952], [6.378, -0.195, -3.274], [0.865, -4.795, 0.575], [5.427, -0.338, 1.486], [-4.738, -1.953, 1.135], [-1.949, 0.715, 2.985], [-2.334, 0.682, -1.877], [-4.306, 5.548, -0.705], [5.120, 2.794, 2.381], [-5.489, -0.477, 5.077], [1.340, 2.135, 2.563], [-4.764, 1.279, -2.185], [-8.200, 0.284, 0.177], [8.239, -0.602, -1.720], [-6.150, -1.872, 3.146], [1.470, -0.276, 2.342], [-2.841, 5.131, 3.999], [4.362, 1.356, 1.734], [-3.342, 0.144, -4.042], [-3.387, 0.830, 4.987], [7.763, -0.708, 0.746], [3.910, 1.583, 4.111], [2.213, -7.376, -2.287], [0.304, 0.190, -2.148], [2.038, 5.045, -1.920], [-7.241, 1.545, 2.079], [-4.456, -2.041, -4.394], [2.611, 6.282, 0.179], [3.612, 5.009, 2.072], [5.354, -6.455, -0.655], [2.563, 0.193, -5.787], [-3.993, 7.189, 3.248], [1.576, -8.787, -3.185], [-5.037, 2.596, 1.876], [1.520, 1.210, 4.070], [-4.724, 7.401, 0.895], [-4.511, -3.705, -2.561], [-2.430, 3.296, 2.401]],
  "forces_ev_per_a": [[0.0, 0.1, 0.0], [-0.1, 0.1, 0.0], [0.9, -0.5, -0.6], [-0.2, -0.1, 0.0], [0.0, 0.0, 0.0], [0.0, 0.0, 0.0], [0.1, 0.0, 0.0], [0.0, 0.0, 0.0], [0.1, 0.0, 0.0], [0.0, -0.1, 0.0], [-0.2, 0.0, 0.4], [-0.5, 0.2, 0.2], [0.2, -0.2, -0.1], [-0.7, 0.3, -0.1], [0.6, 0.0, 0.4], [0.0, -0.1, 0.0], [0.0, 0.0, 0.0], [0.0, 0.1, 0.1], [0.0, 0.1, 0.0], [0.0, 0.0, 0.0], [0.1, -0.2, 0.0], [0.0, 0.0, 0.0], [0.0, 0.1, 0.0], [0.1, -0.2, -0.3], [-0.1, 0.0, -0.1], [0.0, -0.1, 0.0], [0.0, 0.1, -0.4], [0.0, 0.0, 0.0], [0.1, 0.2, 0.0], [0.0, 0.0, 0.0], [-0.1, 0.0, 0.0], [0.0, 0.0, 0.0], [0.1, -0.1, 0.0], [0.1, -0.1, 0.0], [0.1, -0.1, 0.0], [-0.1, 0.4, 0.2], [0.4, -0.1, 0.2], [0.0, 0.1, 0.0], [0.0, 0.0, 0.0], [-0.1, 0.0, -0.2], [0.0, 0.0, -0.1], [-0.1, 0.0, 0.0], [0.0, -0.1, 0.1], [0.0, 0.0, 0.0], [0.0, 0.0, 0.0], [0.0, -0.1, -0.1], [0.0, 0.0, 0.0], [-0.6, 0.1, 0.3], [-0.1, -0.2, 0.4], [0.0, 0.0, 0.0], [0.1, 0.0, 0.1], [0.1, 0.0, 0.1], [0.0, 0.0, -0.2], [-0.1, 0.1, 0.0], [0.0, 0.1, -0.1], [0.1, -0.1, -0.1], [0.0, 0.0, -0.1], [0.0, 0.1, 0.0], [0.1, 0.0, 0.1], [0.0, 0.1, 0.0], [0.0, 0.0, 0.0], [0.1, 0.0, 0.0], [0.0, 0.0, 0.0], [0.1, 0.0, -0.2], [-0.1, 0.0, 0.1], [0.0, 0.0, -0.1], [0.0, -0.1, 0.0], [0.0, 0.0, 0.1], [-0.1, 0.0, 0.0], [0.0, 0.0, -0.1], [0.0, 0.0, 0.0], [0.0, 0.1, 0.0], [0.0, 0.0, 0.0], [0.0, 0.0, 0.0], [0.0, 0.0, 0.0], [0.0, 0.0, 0.0], [0.0, 0.0, 0.0], [0.0, 0.0, 0.0], [0.1, 0.0, 0.0], [0.0, 0.0, 0.0], [0.0, 0.0, 0.0], [0.0, 0.0, 0.0], [0.0, -0.1, -0.1], [0.0, 0.0, 0.0], [0.0, 0.0, 0.0], [0.0, 0.0, 0.0], [0.0, 0.0, 0.0], [-0.2, 0.1, 0.1], [0.0, 0.0, 0.0], [0.0, 0.0, 0.0], [0.0, 0.0, 0.0], [0.1, 0.0, -0.1], [0.0, 0.0, 0.0], [0.0, 0.0, 0.0], [0.0, 0.0, 0.0], [0.0, 0.0, 0.0], [0.0, 0.0, 0.0], [0.0, 0.0, 0.0], [0.0, 0.0, 0.0], [0.0, 0.0, 0.0], [0.0, 0.0, 0.0], [0.0, 0.0, 0.0], [0.0, 0.0, 0.0], [0.0, 0.0, 0.0], [0.0, 0.0, 0.0], [0.0, 0.0, 0.0], [0.0, 0.0, 0.0], [0.0, 0.0, 0.0], [0.0, 0.0, 0.0], [0.0, 0.0, 0.0], [0.0, -0.1, 0.0], [0.0, 0.0, 0.0], [0.0, 0.0, 0.0], [0.0, 0.0, 0.0]],
  "mulliken_charge": [-0.3527, -0.4062, 0.4755, -0.1463, 0.5151, 0.4095, -0.3430, -0.3881, -0.5223, -0.5686, 0.5501, 0.3056, -1.2956, 0.2440, 1.0595, -0.1775, -0.6580, -0.8182, 0.6774, -0.5978, -0.4678, -1.1029, -0.0446, -1.1575, -0.3299, 0.4608, -0.2939, -0.4742, -0.3089, -0.3056, -0.3603, -0.6144, -0.9044, -0.9252, -0.6651, 0.6559, 0.6935, 0.6590, 0.5421, 0.5216, -0.6380, -0.3464, -0.2082, -0.5417, -0.4908, -0.9098, -0.7998, 0.0680, -0.2100, 0.6114, -0.0481, -1.2534, -0.3489, -0.2140, -0.6669, -0.0362, -0.7193, -0.7391, 0.2356, -0.5049, -0.4856, -0.6481, -0.1672, 0.9560, -1.1271, -0.7850, 0.1449, -1.1193, -0.6117, 0.9952, 0.3722, 0.2287, 0.5060, 0.5238, 0.2394, 0.3975, 0.4259, 0.5773, 0.2964, 0.5762, 0.3441, 0.2972, 0.5264, 0.3715, 0.6233, 0.3768, 0.1192, 0.4345, 0.3956, 0.4242, 0.4196, 0.1248, 0.4305, -0.9100, 0.5323, 0.4352, 0.4153, 0.4982, 0.2816, 0.1606, 0.4629, 0.4041, 0.4151, 0.4054, 0.4633, 0.4089, 0.4942, 0.3734, 0.2921, 0.3248, 0.5530, 0.3921, 0.4228, 0.2114]
}



Among the records above, which one has the highest charge? C55H42InN3OP2